ORCA calculation (ωB97M-V/def2-TZVPD) on a 2-piece molecular cluster, CBr2N2O overall.

Structure (XYZ):
```
6
Properties=species:S:1:pos:R:3
C 2.431 0.703 0.438
N 1.755 0.276 1.271
N -1.636 1.561 -0.296
O -1.142 0.516 -0.188
Br 3.407 1.448 -0.833
Br -3.343 1.647 0.628
```

Its structure (SMILES) is N#CBr.O=NBr. The calculation puts the total energy at -146146.05020 eV. The HOMO energy comes out at -0.3760 Eh.